Record 1
The following is a quantum chemistry calculation of C4H10N4 as an isolated structure in a non-equilibrium geometry, from the OMol25 dataset.

```
18
Properties=species:S:1:pos:R:3:forces:R:3
C 2.302 -0.708 -0.742 0.61 -2.88 -1.69
C 1.938 0.330 0.301 0.59 -0.96 1.60
C -1.090 1.826 -0.172 3.93 1.69 0.87
C -1.073 -0.462 -0.013 0.74 -5.22 2.08
H 1.631 -0.946 -1.705 1.19 1.02 2.48
H 3.345 -0.533 -1.095 -0.75 0.83 -0.14
H 2.630 -1.801 -0.363 -1.58 2.28 0.08
H 2.773 0.438 1.095 -1.27 0.54 -1.57
H -0.475 2.718 -0.682 -1.33 -2.19 0.89
H -1.044 2.101 0.972 -1.11 -0.34 -2.29
H -1.962 1.622 -0.719 -1.52 0.19 -0.04
H -0.739 -0.905 2.003 1.22 -2.25 -4.23
H -1.501 -2.086 0.647 3.47 1.15 1.25
H -2.269 -0.508 -1.477 -0.69 -0.04 1.39
N 0.842 0.954 0.585 1.75 -3.02 0.10
N -0.266 0.522 -0.174 -0.02 8.30 -2.46
N -0.525 -1.447 0.808 -3.94 -0.74 5.73
N -2.172 -0.889 -0.493 -1.29 1.66 -4.03
```
Positions in Å, forces in eV/Å.

Output
HOMO energy, eV: -8.68
Lowest unoccupied orbital energy, Eh: 0.030
2S+1: 1
Frontier orbital gap, eV: 9.5

Record 2
The following is a quantum chemistry calculation of a 7-piece molecular cluster, C25H49NO12S overall in a non-equilibrium geometry, from the OMol25 dataset.

```
88
Properties=species:S:1:pos:R:3:forces:R:3
C -0.850 -2.000 -1.013 0.03 0.14 0.48
C -0.321 -0.590 -0.815 -0.60 -0.71 -0.54
O 0.889 -0.702 -0.051 -0.15 0.06 0.08
C 1.567 0.447 0.265 0.91 0.72 0.47
C 1.935 0.475 1.765 0.07 -0.07 0.03
C 1.621 1.802 2.455 -0.30 -0.15 0.25
C 2.126 1.763 3.880 -0.03 -0.18 0.96
N 3.501 2.164 4.100 -0.40 -0.01 -0.04
O 1.441 1.416 4.816 0.41 0.16 -0.88
C 2.857 0.630 -0.565 0.12 0.43 -0.80
O 2.559 1.557 -1.650 -0.22 -0.25 -0.03
S 1.427 2.552 -1.203 -1.51 0.56 -0.62
O 1.970 3.773 -0.709 0.46 -0.53 0.59
O 0.402 2.687 -2.182 0.51 -0.36 -0.26
O 0.815 1.628 -0.065 0.04 0.24 0.37
H -1.464 -2.274 -0.161 0.03 -0.17 0.12
H -0.026 -2.698 -1.094 0.08 -0.19 -0.23
H -1.501 -2.052 -1.879 0.03 0.01 -0.19
H -0.145 -0.139 -1.789 0.28 0.27 0.00
H -1.079 -0.020 -0.287 0.12 0.33 0.11
H 3.001 0.281 1.874 0.10 -0.23 -0.06
H 1.430 -0.338 2.276 -0.15 -0.06 -0.01
H 2.084 2.643 1.945 -0.04 0.08 -0.20
H 0.543 1.925 2.481 -0.10 0.21 -0.02
H 4.122 1.480 3.680 0.05 -0.15 0.11
H 3.654 3.033 3.600 0.15 0.03 -0.11
H 3.664 1.098 -0.013 0.08 -0.16 0.31
H 3.171 -0.285 -1.050 0.03 -0.19 0.14
C 3.993 -5.117 -0.857 -0.15 -0.03 -0.15
C 2.750 -4.514 -0.248 0.03 0.04 0.10
C 2.886 -3.913 1.132 -0.20 0.04 -0.06
O 1.695 -4.511 -0.834 -0.04 -0.03 -0.09
H 3.760 -5.511 -1.843 -0.01 0.00 0.00
H 4.771 -4.358 -0.950 0.07 -0.04 0.10
H 4.364 -5.927 -0.227 0.09 0.07 0.05
H 3.620 -3.105 1.120 0.09 -0.07 0.08
H 3.212 -4.675 1.842 0.13 0.04 0.00
H 1.925 -3.514 1.449 -0.01 0.02 -0.02
C 2.547 -1.512 6.030 -0.05 0.10 -0.32
C 3.607 -1.810 5.000 -0.03 -0.02 0.12
C 4.666 -2.816 5.375 0.07 0.05 -0.25
O 3.611 -1.264 3.917 0.05 0.06 -0.06
H 1.861 -0.778 5.621 -0.04 0.07 0.08
H 1.997 -2.420 6.282 0.12 -0.04 0.12
H 3.010 -1.108 6.932 -0.02 -0.10 0.06
H 4.205 -3.779 5.597 0.00 0.02 0.14
H 5.210 -2.473 6.256 -0.07 -0.08 0.08
H 5.365 -2.936 4.550 0.00 0.00 -0.01
C -5.492 -2.473 -0.567 0.19 -0.07 0.06
C -4.834 -1.120 -0.619 -0.04 0.02 -0.02
C -5.678 0.036 -1.085 0.19 0.12 -0.06
O -3.674 -0.965 -0.303 -0.06 -0.15 -0.15
H -4.776 -3.214 -0.218 0.01 0.00 0.00
H -6.343 -2.447 0.115 -0.08 0.02 -0.09
H -5.840 -2.754 -1.563 -0.10 0.03 0.02
H -6.534 0.173 -0.423 -0.07 -0.06 -0.05
H -6.031 -0.156 -2.100 -0.13 -0.05 0.05
H -5.084 0.947 -1.077 0.00 0.01 0.02
C 4.144 5.706 -3.371 0.22 0.02 -0.09
C 4.003 4.824 -4.588 -0.06 0.03 0.04
C 2.702 4.073 -4.727 0.16 -0.06 -0.22
O 4.887 4.725 -5.406 0.06 -0.01 -0.04
H 5.119 6.189 -3.384 0.01 0.00 -0.02
H 3.366 6.470 -3.370 -0.08 -0.07 0.09
H 4.050 5.109 -2.462 -0.15 0.04 0.02
H 1.867 4.772 -4.776 -0.05 -0.04 0.17
H 2.567 3.414 -3.870 -0.14 0.07 0.05
H 2.722 3.476 -5.635 0.02 0.00 -0.01
C -4.016 -0.452 -4.928 0.02 -0.20 0.18
C -5.255 -1.259 -5.231 0.03 0.05 -0.04
C -6.220 -0.677 -6.236 -0.10 -0.19 0.05
O -5.468 -2.318 -4.689 -0.05 -0.03 0.09
H -3.414 -0.982 -4.193 0.00 0.01 0.01
H -3.424 -0.308 -5.833 -0.06 0.13 -0.03
H -4.297 0.522 -4.525 0.05 0.07 -0.12
H -5.723 -0.546 -7.198 0.02 0.13 0.02
H -6.582 0.292 -5.890 0.08 0.07 -0.08
H -7.065 -1.350 -6.360 0.00 -0.01 0.01
C -3.147 0.973 2.059 -0.21 0.02 -0.25
C -4.363 1.608 2.684 0.03 0.00 0.02
C -4.189 2.243 4.043 -0.23 0.04 -0.04
O -5.435 1.607 2.122 -0.05 -0.02 -0.02
H -3.418 0.556 1.087 0.16 0.12 0.24
H -2.362 1.722 1.930 0.06 -0.05 0.12
H -2.775 0.173 2.701 0.11 0.07 0.03
H -3.447 3.041 3.990 0.10 -0.07 0.06
H -3.853 1.496 4.763 0.13 0.04 0.00
H -5.137 2.659 4.376 -0.01 0.00 -0.01
```
Positions in Å, forces in eV/Å.

Output
HOMO energy, eV: -9.35
SMILES: CCO[C@@]1(CCC(N)=O)COS(=O)(=O)O1.CC(C)=O.CC(C)=O.CC(C)=O.CC(C)=O.CC(C)=O.CC(C)=O
Lowest unoccupied orbital energy, Eh: 0.010
2S+1: 1
Frontier orbital gap, eV: 9.6

Record 3
The following is a quantum chemistry calculation of C29H35IrN3O2P2 as an isolated structure in a non-equilibrium geometry, from the OMol25 dataset.

```
72
Properties=species:S:1:pos:R:3:forces:R:3
Ir 1.434 1.443 -1.022 -1.93 1.48 0.53
N 3.409 1.794 -2.039 -0.80 -0.83 1.22
C 3.934 3.096 -1.598 0.09 0.58 0.11
C 2.876 4.159 -1.834 0.51 -0.12 -0.06
N 1.547 3.716 -1.348 -0.46 -1.93 -0.12
C 1.096 4.347 -0.100 -0.17 0.16 0.52
C 1.846 3.748 1.062 0.14 0.47 -0.30
N 1.580 2.295 1.077 -0.24 -0.92 -1.87
H 4.102 1.070 -1.857 -0.08 -0.09 -0.07
H 3.263 1.816 -3.050 -0.11 -0.19 0.01
H 4.839 3.379 -2.140 0.00 -0.16 -0.02
H 4.198 3.016 -0.544 0.00 -0.08 -0.04
H 2.807 4.377 -2.900 -0.09 0.02 0.03
H 3.187 5.074 -1.326 -0.15 0.07 -0.08
H 0.852 3.917 -2.063 0.00 -0.01 0.01
H 0.026 4.150 0.000 -0.01 0.06 -0.01
H 1.249 5.428 -0.116 -0.04 -0.03 -0.16
H 1.518 4.221 1.990 0.04 -0.21 0.08
H 2.919 3.906 0.963 -0.01 -0.01 0.10
H 0.611 2.163 1.368 0.03 -0.20 0.04
H 2.192 1.825 1.744 0.01 -0.36 -0.24
O -0.779 1.373 -0.756 2.94 1.07 -0.46
P -1.682 0.348 -0.081 -1.91 -0.84 1.22
C -0.695 -0.627 1.121 0.40 0.33 -0.80
P 0.591 -1.495 0.142 -0.02 -1.61 1.98
O 0.951 -0.689 -1.100 1.20 2.36 -0.88
C -0.022 -3.122 -0.276 0.21 0.31 -0.24
C -0.078 -3.542 -1.602 -0.13 0.19 -0.01
C -0.516 -4.824 -1.889 0.07 -0.11 0.06
C -0.850 -5.692 -0.856 0.07 0.05 -0.05
C -0.806 -5.267 0.468 0.11 -0.01 -0.02
C -0.376 -3.986 0.762 -0.02 0.21 0.06
C 2.046 -1.646 1.202 -0.43 0.28 -0.52
C 2.024 -1.484 2.584 0.07 0.19 0.00
C 3.220 -1.519 3.290 -0.09 -0.07 0.05
C 4.414 -1.752 2.622 0.06 -0.02 0.08
C 4.431 -1.942 1.246 -0.07 -0.10 -0.10
C 3.244 -1.897 0.531 0.10 0.13 0.09
C -2.920 1.263 0.866 0.77 -0.35 -0.46
C -2.448 2.053 1.915 -0.27 0.06 0.14
C -3.326 2.858 2.619 0.26 -0.01 -0.05
C -4.666 2.891 2.252 -0.13 0.02 0.05
C -5.137 2.095 1.220 0.03 -0.02 -0.13
C -4.262 1.283 0.508 -0.11 -0.03 0.08
C -2.467 -0.849 -1.156 0.26 0.50 0.00
C -2.283 -0.781 -2.534 0.13 -0.09 0.08
C -2.896 -1.720 -3.349 -0.04 0.07 -0.05
C -3.718 -2.690 -2.791 -0.03 0.03 0.02
C -3.886 -2.769 -1.412 -0.07 0.12 0.00
C -3.274 -1.839 -0.591 0.06 0.00 0.07
H -1.314 -1.335 1.671 -0.07 -0.01 -0.06
H -0.224 0.058 1.829 -0.05 -0.05 0.07
H 0.211 -2.865 -2.395 -0.04 -0.02 -0.05
H -0.577 -5.155 -2.917 0.06 -0.03 0.00
H -1.103 -6.720 -1.079 -0.18 0.04 -0.02
H -1.076 -5.940 1.269 0.03 -0.03 0.00
H -0.293 -3.664 1.795 -0.05 -0.06 0.06
H 1.094 -1.331 3.119 -0.02 0.02 0.02
H 3.211 -1.376 4.362 0.03 -0.07 0.02
H 5.336 -1.814 3.185 0.02 0.06 -0.01
H 5.361 -2.143 0.732 0.03 -0.03 0.03
H 3.238 -2.055 -0.541 0.07 -0.03 -0.02
H -1.401 2.026 2.201 0.02 0.00 0.08
H -2.965 3.451 3.448 -0.06 0.06 0.00
H -5.347 3.548 2.776 -0.02 -0.06 0.06
H -6.185 2.106 0.952 -0.01 0.06 0.01
H -4.629 0.676 -0.308 0.01 -0.01 -0.02
H -1.668 0.003 -2.957 0.02 -0.02 -0.07
H -2.745 -1.684 -4.419 -0.09 0.04 -0.02
H -4.270 -3.361 -3.435 0.15 -0.13 -0.01
H -4.519 -3.533 -0.982 -0.04 0.00 -0.01
H -3.452 -1.863 0.478 0.02 -0.08 0.03
```
Positions in Å, forces in eV/Å.

Output
HOMO energy (spin up / spin down), eV: -16.53 / -16.53
Lowest unoccupied orbital energy (spin up / spin down), Eh: -0.430 / -0.430
Net charge: +3
2S+1: 1
Frontier orbital gap (spin up / spin down), eV: 4.8 / 4.8

Record 4
The following is a quantum chemistry calculation of C39H76F3O37Rb as an isolated structure in a non-equilibrium geometry, from the OMol25 dataset.

```
156
Properties=species:S:1:pos:R:3:forces:R:3
Rb 0.310 -3.413 0.374 -0.13 -0.49 -0.13
C -0.053 -0.140 -1.329 -0.78 -3.68 -1.23
O 0.880 -0.792 -0.444 1.48 -0.38 0.29
O -0.642 -1.170 -2.112 0.53 3.56 2.49
C -0.861 0.680 -0.236 -1.02 -0.92 -1.00
F -0.127 1.661 0.330 0.33 -0.16 0.21
F -1.918 1.313 -0.784 -0.27 0.08 -0.09
F -1.384 -0.080 0.798 0.69 0.60 -0.93
C 2.217 -0.301 -0.289 -1.78 0.22 0.51
C 3.043 -1.312 0.463 0.99 1.10 -0.13
H 3.413 -2.170 -0.098 -0.39 -0.09 -0.06
H 3.906 -0.681 0.675 0.58 -0.43 0.32
H 2.643 -1.586 1.440 -0.28 -0.14 -0.13
H 2.132 0.608 0.307 0.25 0.20 0.41
H 2.685 0.072 -1.200 -0.05 -0.58 -0.55
H 0.528 0.546 -1.945 -0.11 0.78 -0.02
O 1.637 -5.593 -1.982 1.96 -0.72 3.31
C 2.572 -6.242 -1.094 -2.05 -0.32 -3.51
C 2.864 -5.930 0.508 -2.55 1.57 2.01
O 1.865 -5.838 1.467 1.57 -0.24 -2.58
H 3.545 -6.183 -1.581 0.65 0.48 0.37
H 2.326 -7.299 -1.196 -0.41 -0.44 0.71
H 3.285 -4.949 0.289 0.52 0.68 0.24
H 3.669 -6.584 0.843 0.25 -0.59 -0.56
C 6.874 -3.148 -1.093 -0.85 -0.03 -1.33
O 7.879 -2.278 -0.550 -0.45 0.48 -0.08
C 9.068 -2.191 -1.171 -0.94 -1.94 0.52
O 9.363 -2.828 -2.131 0.45 -0.39 -1.60
O 9.890 -1.485 -0.449 0.39 1.30 1.71
C 11.294 -1.476 -0.681 0.17 0.00 -0.88
H 7.117 -4.210 -1.077 0.26 0.16 0.68
H 6.580 -3.012 -2.134 1.12 0.64 -0.56
H 5.885 -2.916 -0.698 0.59 -0.10 1.20
H 11.504 -0.827 -1.531 0.09 0.11 0.06
H 11.712 -2.451 -0.932 -0.39 -0.20 0.10
H 11.794 -1.101 0.212 -0.39 0.05 -0.02
C -2.467 1.835 6.641 -1.73 0.02 0.14
O -1.162 1.685 6.237 2.14 -1.13 -1.86
C -0.886 1.423 4.892 -2.65 2.16 -0.19
O -1.737 1.354 3.998 1.65 -0.58 2.02
O 0.398 1.600 4.760 1.75 -0.60 -1.55
C 0.992 1.506 3.407 -1.04 -0.39 -1.07
H -3.111 1.013 6.327 0.02 -0.08 -0.18
H -2.886 2.765 6.257 -0.11 0.07 -0.03
H -2.488 1.853 7.730 0.22 0.08 -0.06
H 2.001 1.096 3.393 -0.14 0.36 0.83
H 0.923 2.406 2.797 0.43 0.73 1.13
H 0.429 0.918 2.682 -0.52 -0.95 0.85
C -2.319 -0.521 -7.130 0.57 -0.67 0.24
O -1.283 0.263 -6.533 1.24 1.37 0.98
C -0.227 -0.365 -5.916 0.78 -1.32 -0.44
O -0.105 -1.575 -5.911 0.03 1.81 0.37
O 0.713 0.563 -5.474 -1.54 -0.32 0.23
C 1.845 0.198 -4.597 -0.28 -1.33 -1.05
H -2.986 -0.887 -6.349 0.18 -0.40 -0.07
H -1.814 -1.300 -7.701 -0.45 -0.36 0.16
H -2.934 0.067 -7.811 0.47 0.53 0.14
H 1.652 -0.683 -3.984 -0.50 -0.07 -0.20
H 2.182 0.978 -3.915 -0.77 0.59 -0.48
H 2.651 -0.043 -5.290 0.15 0.01 0.17
C -4.535 0.125 1.087 2.99 -0.21 -0.98
O -5.838 -0.341 0.969 -0.94 1.51 2.71
C -6.386 -0.587 -0.174 4.29 -0.50 -3.22
O -5.775 -0.614 -1.235 -0.87 0.39 0.48
O -7.570 -0.973 0.012 -4.21 -1.31 0.56
C -8.365 -1.611 -0.999 -0.41 -0.13 0.01
H -4.206 0.758 1.911 -1.44 -0.45 0.94
H -4.135 0.760 0.296 -0.72 -0.36 -0.87
H -3.912 -0.769 1.104 0.34 0.16 0.07
H -9.264 -1.911 -0.460 -0.08 0.35 -0.11
H -7.981 -2.543 -1.413 0.80 0.21 0.20
H -8.608 -0.966 -1.843 0.15 0.24 0.25
C -6.117 6.503 1.705 0.41 0.93 0.72
O -5.053 5.626 1.248 -0.63 0.48 -0.20
C -4.103 5.170 2.080 -0.44 -1.16 3.32
O -4.040 5.384 3.312 0.01 -0.24 -3.42
O -3.359 4.279 1.400 -1.37 2.39 -1.43
C -2.656 3.239 1.986 0.08 -0.77 1.62
H -6.973 6.579 1.034 0.48 -0.95 -0.56
H -5.782 7.539 1.761 0.54 -0.05 0.02
H -6.530 6.298 2.693 0.46 -0.64 0.04
H -3.352 2.635 2.568 0.04 -0.16 0.00
H -1.935 3.599 2.720 0.31 -0.01 -0.26
H -2.231 2.629 1.189 0.08 0.36 0.20
C -6.578 1.250 -7.090 0.40 -0.89 -1.32
O -5.805 0.427 -6.222 -0.56 0.43 0.74
C -5.060 1.056 -5.290 0.14 -3.10 0.59
O -4.864 2.215 -5.197 0.27 1.57 0.14
O -4.594 0.046 -4.501 -2.25 0.67 -3.61
C -3.687 0.280 -3.526 1.68 0.42 2.75
H -6.936 2.211 -6.719 0.44 -0.18 0.25
H -7.407 0.639 -7.447 -0.24 -0.01 0.51
H -5.956 1.305 -7.983 -0.06 0.96 -0.15
H -2.847 -0.407 -3.625 0.08 -0.07 0.05
H -4.224 0.075 -2.600 0.53 0.07 0.28
H -3.284 1.292 -3.482 -0.25 0.10 -0.24
C 5.456 -0.254 3.271 -0.56 0.16 1.97
O 5.756 -1.339 2.456 1.76 0.89 -2.15
C 5.793 -2.583 2.828 -2.15 -2.00 0.91
O 5.269 -2.988 3.855 1.24 -0.03 -0.72
O 6.261 -3.337 1.806 0.22 0.29 0.37
C 6.068 -4.773 1.799 -0.49 0.07 0.67
H 5.973 0.656 2.968 -0.35 -0.24 -0.77
H 5.783 -0.374 4.304 0.14 -0.56 0.10
H 4.371 -0.175 3.349 -0.02 0.49 -0.29
H 5.035 -5.021 2.041 -0.01 0.15 0.02
H 6.709 -5.287 2.516 0.14 0.29 0.07
H 6.283 -5.152 0.800 0.06 0.45 0.07
C 1.042 4.876 1.782 -1.25 -0.47 0.07
O 2.266 5.604 1.666 -0.40 -0.03 -0.13
C 3.316 4.967 2.149 1.64 -0.18 0.20
O 3.322 3.871 2.665 0.24 0.99 -0.40
O 4.421 5.784 1.952 -1.75 -0.96 -0.44
C 5.673 5.317 2.402 0.75 0.57 0.80
H 0.956 4.001 1.138 0.68 -0.02 -0.20
H 0.196 5.496 1.484 0.44 0.51 0.03
H 0.843 4.528 2.795 0.35 0.24 0.11
H 6.081 4.404 1.968 -0.70 -0.23 -0.06
H 5.653 5.283 3.491 0.10 -0.46 0.03
H 6.389 6.100 2.149 -0.17 0.12 -0.13
C 2.361 -3.490 4.988 0.92 -1.29 -0.86
O 1.277 -2.630 5.063 -3.73 0.91 -0.70
C 0.132 -2.850 4.264 0.82 0.21 -0.18
O -0.082 -3.760 3.492 0.76 0.74 1.14
O -0.697 -1.800 4.432 0.88 -0.23 1.35
C -1.983 -1.852 3.832 -0.67 0.44 -1.35
H 3.043 -3.280 5.812 -0.12 0.37 -0.17
H 2.848 -3.338 4.025 0.31 -0.18 0.18
H 2.100 -4.545 5.063 -0.33 -0.02 -0.10
H -1.876 -1.564 2.786 0.05 -0.68 -0.22
H -2.634 -1.043 4.164 0.52 0.03 0.91
H -2.524 -2.792 3.942 0.52 -0.11 -0.06
C -6.265 -4.724 0.397 1.74 1.23 -0.45
O -5.097 -4.310 1.176 0.89 0.72 0.87
C -4.063 -3.583 0.659 1.60 0.61 1.24
O -3.051 -3.170 1.284 -3.57 -1.89 -1.26
O -4.248 -3.344 -0.626 -2.05 -1.46 0.98
C -3.189 -2.793 -1.277 2.30 2.29 -2.14
H -6.644 -3.841 -0.118 -0.23 -0.09 0.06
H -6.998 -5.112 1.105 0.38 -0.22 -0.21
H -5.850 -5.386 -0.364 -0.71 -0.45 0.12
H -2.819 -1.889 -0.794 0.23 -0.29 0.22
H -3.488 -2.419 -2.257 -0.46 -0.30 0.05
H -2.368 -3.480 -1.481 -0.01 -0.16 0.41
C -0.949 2.655 -4.144 0.77 -1.62 -1.11
O -1.199 3.841 -3.465 -1.82 0.19 0.05
C -0.222 4.296 -2.754 3.23 -0.26 0.40
O 0.840 3.700 -2.473 -2.58 1.69 -0.33
O -0.517 5.585 -2.520 0.59 0.49 0.75
C 0.533 6.418 -1.982 0.10 -0.73 0.07
H -0.100 2.849 -4.801 0.17 -0.45 0.13
H -1.760 2.332 -4.797 -0.36 0.68 0.30
H -0.763 1.818 -3.470 0.27 0.11 0.05
H 0.917 6.025 -1.041 -0.21 -0.04 0.09
H 0.114 7.413 -1.833 -0.02 -0.22 -0.17
H 1.383 6.420 -2.664 -0.12 0.20 -0.14
```
Positions in Å, forces in eV/Å.

Output
HOMO energy (spin up / spin down), eV: -5.29 / -4.45
Lowest unoccupied orbital energy (spin up / spin down), Eh: 0.070 / 0.062
Net charge: -1
2S+1: 2
Frontier orbital gap (spin up / spin down), eV: 7.2 / 6.2

In Ha, the DFT total energy values for the records above are, in order, -377.2279 -2337.7693 -2226.9970 -4639.0292.